Here is a 12-piece molecular cluster, C41H88O13P overall from the OMol25 dataset. Energies are from the ωB97M-V functional and the def2-TZVPD basis.

Each atom is followed by the atoms it is bonded to, with distances in Å.
Geometry (Å):
1 C 2.14392 -3.27149 -2.29416  C2 1.529, H12 1.094, H13 1.094, H14 1.090
2 C 1.69785 -2.60788 -3.59700  C1 1.529, C3 1.525, H15 1.094, H16 1.096
3 C 1.02527 -1.26479 -3.33120  C2 1.525, C4 1.536, H17 1.091, H18 1.092
4 C 1.96198 -0.21585 -2.71300  C3 1.536, O5 1.391, H19 1.099, H20 1.109
5 O 1.67133 1.06255 -3.17896  C4 1.391, P6 1.781
6 P 1.67187 2.40423 -2.00755  O5 1.781, O7 1.777, C8 1.917, H21 1.447, H22 1.465, H23 1.439
7 O 3.20361 1.83166 -1.31224  P6 1.777, H24 0.961
8 C 1.46677 3.87008 -0.78870  P6 1.917, C9 1.524, C10 1.536, H25 1.098
9 C 1.72156 5.20841 -1.47110  C8 1.524, H26 1.095, H27 1.096, H28 1.093
10 C 2.20547 3.71366 0.54858  C8 1.536, C11 1.539, H29 1.093, H30 1.101
11 C 3.67988 4.15399 0.57559  C10 1.539, H31 1.092, H32 1.094, H33 1.090
12 H 2.55684 -4.27107 -2.46009  C1 1.094
13 H 1.28790 -3.37939 -1.62161  C1 1.094
14 H 2.89653 -2.66812 -1.78616  C1 1.090
15 H 1.00032 -3.27328 -4.11518  C2 1.094
16 H 2.56556 -2.46374 -4.25099  C2 1.096
17 H 0.20260 -1.43147 -2.63411  C3 1.091
18 H 0.58704 -0.84068 -4.23755  C3 1.092
19 H 1.84642 -0.23532 -1.62057  C4 1.099
20 H 3.01723 -0.48042 -2.92625  C4 1.109
21 H 2.43061 3.18936 -2.95674  P6 1.447
22 H 0.41882 2.84751 -2.62380  P6 1.465
23 H 1.00240 1.54123 -1.07079  P6 1.439
24 H 3.90447 2.34463 -1.72466  O7 0.961
25 H 0.39691 3.84208 -0.54192  C8 1.098
26 H 1.04537 5.31202 -2.32575  C9 1.095
27 H 1.53140 6.06315 -0.81173  C9 1.096
28 H 2.73490 5.28954 -1.87152  C9 1.093
29 H 2.14200 2.66431 0.84749  C10 1.093
30 H 1.65730 4.28525 1.31401  C10 1.101
31 H 4.32972 3.35432 0.93634  C11 1.092
32 H 3.83778 5.01846 1.22693  C11 1.094
33 H 4.04106 4.41713 -0.41837  C11 1.090
34 C -3.05128 0.03134 -1.04313  C35 1.503, H38 1.087, H39 1.092, H40 1.092
35 C -3.12544 -1.04182 -2.09343  C34 1.503, O36 1.209, C37 1.514
36 O -2.16412 -1.70476 -2.40772  C35 1.209
37 C -4.48515 -1.27356 -2.71777  C35 1.514, H41 1.092, H42 1.092, H43 1.088
38 H -2.02618 0.16386 -0.70725  C34 1.087
39 H -3.42431 0.97767 -1.43999  C34 1.092
40 H -3.68644 -0.27859 -0.21059  C34 1.092
41 H -4.83187 -0.35853 -3.20167  C37 1.092
42 H -5.20732 -1.51704 -1.93508  C37 1.092
43 H -4.42900 -2.07768 -3.44875  C37 1.088
44 C 3.57473 3.20808 -6.94916  C45 1.510, H48 1.086, H49 1.092, H50 1.091
45 C 4.13946 2.69036 -5.64852  C44 1.510, O46 1.209, C47 1.506
46 O 4.60045 3.44759 -4.82668  C45 1.209
47 C 4.04071 1.20518 -5.42006  C45 1.506, H51 1.094, H52 1.091, H53 1.088
48 H 3.67331 4.28862 -6.99350  C44 1.086
49 H 4.06132 2.75887 -7.81768  C44 1.092
50 H 2.51698 2.94617 -7.00271  C44 1.091
51 H 4.67536 0.67692 -6.13726  C47 1.094
52 H 3.00843 0.87269 -5.53582  C47 1.091
53 H 4.35741 0.97251 -4.40586  C47 1.088
54 C 0.72157 5.31685 -5.69122  C55 1.508, H58 1.087, H59 1.092, H60 1.093
55 C 0.41111 5.19881 -7.16240  C54 1.508, O56 1.210, C57 1.512
56 O 1.28697 5.13615 -7.99494  C55 1.210
57 C -1.05053 5.13774 -7.54325  C55 1.512, H61 1.092, H62 1.091, H63 1.087
58 H 1.79649 5.34295 -5.53171  C54 1.087
59 H 0.26537 6.22068 -5.28164  C54 1.092
60 H 0.30286 4.46860 -5.14445  C54 1.093
61 H -1.56342 6.03780 -7.19864  C57 1.092
62 H -1.52525 4.28682 -7.05138  C57 1.091
63 H -1.14977 5.04485 -8.62211  C57 1.087
64 C -4.54521 -2.72471 2.59763  C65 1.511, H68 1.087, H69 1.092, H70 1.092
65 C -5.66883 -2.00980 1.88285  C64 1.511, O66 1.210, C67 1.506
66 O -5.43937 -1.21537 0.99963  C65 1.210
67 C -7.06659 -2.34224 2.33383  C65 1.506, H71 1.090, H72 1.091, H73 1.087
68 H -3.58567 -2.41062 2.19421  C64 1.087
69 H -4.58355 -2.50849 3.66720  C64 1.092
70 H -4.65520 -3.80548 2.48538  C64 1.092
71 H -7.18522 -2.10983 3.39178  C67 1.090
72 H -7.25722 -3.41040 2.21989  C67 1.091
73 H -7.79551 -1.77776 1.75782  C67 1.087
74 C 0.71222 -4.96141 1.10665  C75 1.506, H78 1.084, H79 1.093, H80 1.091
75 C 1.91121 -4.88580 2.01511  C74 1.506, O76 1.212, C77 1.509
76 O 1.87426 -5.28271 3.15968  C75 1.212
77 C 3.16060 -4.27318 1.43126  C75 1.509, H81 1.092, H82 1.092, H83 1.087
78 H -0.13608 -5.39865 1.62104  C74 1.084
79 H 0.46462 -3.95390 0.76292  C74 1.093
80 H 0.94407 -5.55804 0.22264  C74 1.091
81 H 2.95945 -3.25035 1.10516  C77 1.092
82 H 3.47299 -4.83532 0.54847  C77 1.092
83 H 3.95712 -4.26729 2.17099  C77 1.087
84 C 1.61181 -4.36671 6.20865  C85 1.505, H88 1.085, H89 1.092, H90 1.091
85 C 0.85741 -4.66795 7.47549  C84 1.505, O86 1.209, C87 1.515
86 O -0.31271 -4.97343 7.48607  C85 1.209
87 C 1.64835 -4.56583 8.76314  C85 1.515, H91 1.092, H92 1.092, H93 1.087
88 H 0.97230 -4.46982 5.33834  C84 1.085
89 H 2.01520 -3.35270 6.25749  C84 1.092
90 H 2.45861 -5.04639 6.10059  C84 1.091
91 H 2.05360 -3.55810 8.87258  C87 1.092
92 H 2.49657 -5.25248 8.73470  C87 1.092
93 H 1.01030 -4.80168 9.61130  C87 1.087
94 C 0.48655 1.51321 3.43829  C95 1.512, H98 1.087, H99 1.092, H100 1.093
95 C -0.49197 1.65657 2.29471  C94 1.512, O96 1.204, C97 1.513
96 O -0.34298 1.06557 1.25648  C95 1.204
97 C -1.65252 2.60304 2.51097  C95 1.513, H101 1.092, H102 1.092, H103 1.087
98 H 1.27616 0.82050 3.15763  C94 1.087
99 H 0.92177 2.48568 3.67721  C94 1.092
100 H -0.02687 1.15211 4.33254  C94 1.093
101 H -1.27824 3.60619 2.72493  C97 1.092
102 H -2.24658 2.28242 3.36983  C97 1.092
103 H -2.27313 2.62689 1.61855  C97 1.087
104 C -2.40953 -5.45157 -1.62484  C105 1.505, H108 1.087, H109 1.092, H110 1.092
105 C -2.78028 -6.37426 -0.49556  C104 1.505, O106 1.208, C107 1.513
106 O -2.00858 -6.61226 0.40324  C105 1.208
107 C -4.16735 -6.97621 -0.53501  C105 1.513, H111 1.092, H112 1.092, H113 1.087
108 H -1.39391 -5.08695 -1.49217  C104 1.087
109 H -2.48996 -5.97128 -2.58168  C104 1.092
110 H -3.08821 -4.59690 -1.65831  C104 1.092
111 H -4.29664 -7.55508 -1.45155  C107 1.092
112 H -4.91719 -6.18256 -0.54790  C107 1.092
113 H -4.31883 -7.61598 0.33085  C107 1.087
114 C -9.33137 -5.44303 5.47012  C115 1.510, H118 1.087, H119 1.092, H120 1.092
115 C -9.10570 -3.95094 5.42849  C114 1.510, O116 1.208, C117 1.510
116 O -9.21079 -3.31994 4.40333  C115 1.208
117 C -8.73511 -3.28999 6.73412  C115 1.510, H121 1.092, H122 1.092, H123 1.087
118 H -9.58944 -5.80648 4.47890  C114 1.087
119 H -8.43103 -5.94716 5.82637  C114 1.092
120 H -10.13344 -5.68059 6.17153  C114 1.092
121 H -7.81690 -3.72964 7.12828  C117 1.092
122 H -9.51836 -3.46021 7.47525  C117 1.092
123 H -8.59746 -2.22236 6.58396  C117 1.087
124 C 4.22694 -0.81111 0.20296  C125 1.497, H128 1.089, H129 1.096, H130 1.093
125 C 5.17589 -0.99875 1.34552  C124 1.497, O126 1.213, C127 1.514
126 O 4.86387 -1.53156 2.38962  C125 1.213
127 C 6.57915 -0.47155 1.13125  C125 1.514, H131 1.092, H132 1.092, H133 1.088
128 H 3.24518 -1.20901 0.45418  C124 1.089
129 H 4.11246 0.24627 -0.06218  C124 1.096
130 H 4.60849 -1.31281 -0.68978  C124 1.093
131 H 6.53965 0.59790 0.91601  C127 1.092
132 H 7.02941 -0.95642 0.26281  C127 1.092
133 H 7.18663 -0.65326 2.01504  C127 1.088
134 C 3.14505 10.53843 -0.27276  C135 1.513, H138 1.087, H139 1.092, H140 1.092
135 C 2.39370 9.24339 -0.05590  C134 1.513, O136 1.205, C137 1.511
136 O 1.55296 8.85711 -0.82834  C135 1.205
137 C 2.76394 8.44534 1.17281  C135 1.511, H141 1.092, H142 1.092, H143 1.087
138 H 2.79896 11.01605 -1.18590  C134 1.087
139 H 2.99291 11.20720 0.57692  C134 1.092
140 H 4.21615 10.34004 -0.34325  C134 1.092
141 H 2.59733 9.04043 2.07349  C137 1.092
142 H 3.82399 8.18565 1.14364  C137 1.092
143 H 2.17059 7.53513 1.20991  C137 1.087

- E_tot: -2934.452438 Ha
- Molecular weight: 820.12 g mol⁻¹
- Total charge: -1